# 1
Formula: C45H39N5O2PReS2
Source: the Open Molecules 2025 dataset
Level of theory: ωB97M-V/def2-TZVPD

The calculation puts the LUMO energy (spin up / spin down) at -9.993 / -9.794 eV. The total charge is +3. The value obtained for the HOMO-LUMO gap (spin up / spin down) is 5.88 / 6.08 eV. The spin multiplicity is 2.

Each line ends with the Mulliken charge.
Element x y z (Å)
Re -1.165 0.265 0.460  2.241
O -2.532 -1.153 3.932  -0.536
C -2.444 -0.803 2.801  0.278
O -1.379 -0.083 2.346  -1.014
C -3.426 -1.137 1.721  0.905
C -4.605 -1.825 1.993  -1.355
C -5.428 -2.126 0.939  -0.698
C -5.058 -1.764 -0.372  1.125
C -5.855 -2.080 -1.500  -0.893
C -5.442 -1.740 -2.754  -0.903
C -4.211 -1.070 -2.940  -0.954
C -3.427 -0.735 -1.872  -0.022
C -3.836 -1.074 -0.569  0.084
N -3.053 -0.756 0.508  0.515
H -4.829 -2.101 3.014  0.636
H -6.358 -2.657 1.099  0.511
H -6.791 -2.602 -1.347  0.470
H -6.048 -1.988 -3.614  0.441
H -3.890 -0.825 -3.943  0.552
H -2.485 -0.220 -2.032  0.213
S 1.109 0.858 1.044  -0.245
C 1.989 -0.577 0.864  0.461
N 3.281 -0.639 1.052  0.184
C 3.959 -1.943 0.985  -0.710
C 3.068 -2.997 1.583  -0.861
N 1.764 -2.973 0.887  0.202
C 1.078 -4.294 0.755  -0.967
C 1.025 -4.967 2.097  0.443
C 0.289 -4.383 3.127  -0.082
C 0.241 -4.987 4.372  -0.765
C 0.920 -6.181 4.588  -0.465
C 1.647 -6.768 3.563  -0.733
C 1.705 -6.158 2.316  -0.367
C 1.264 -1.841 0.517  0.338
S -0.278 -1.737 -0.283  -0.691
C 4.122 0.580 1.213  -2.052
C 4.462 1.184 -0.127  0.916
C 5.336 0.518 -0.986  -0.349
C 5.668 1.065 -2.214  -0.862
C 5.144 2.297 -2.586  -0.724
C 4.293 2.975 -1.726  -0.393
C 3.944 2.420 -0.501  -0.152
H 4.881 -1.874 1.558  0.523
H 4.213 -2.168 -0.054  0.386
H 2.894 -2.844 2.650  0.313
H 3.492 -3.990 1.452  0.579
H 1.651 -4.872 0.028  0.425
H 0.088 -4.108 0.348  0.501
H -0.258 -3.459 2.958  0.457
H -0.332 -4.537 5.171  0.470
H 0.877 -6.657 5.558  0.415
H 2.166 -7.701 3.730  0.419
H 2.266 -6.623 1.513  0.444
H 5.015 0.259 1.747  0.570
H 3.585 1.280 1.850  0.662
H 5.802 -0.413 -0.680  0.523
H 6.363 0.551 -2.865  0.460
H 5.427 2.741 -3.531  0.480
H 3.918 3.951 -2.000  0.470
H 3.295 2.965 0.177  0.505
N -2.355 2.627 -1.277  0.461
P -0.748 2.129 -1.129  0.244
C 0.265 3.521 -0.668  1.612
C 0.319 3.924 0.672  -0.648
C 0.985 5.088 1.010  -0.919
C 1.588 5.856 0.019  -0.627
C 1.527 5.463 -1.311  -0.775
C 0.871 4.292 -1.661  -0.596
C -0.239 1.468 -2.702  0.708
C -1.133 1.309 -3.764  -0.696
C -0.679 0.783 -4.963  -0.880
C 0.651 0.407 -5.099  -0.763
C 1.540 0.562 -4.041  -0.889
C 1.103 1.092 -2.841  -0.092
C -2.995 2.776 -0.044  0.145
C -4.042 3.672 0.131  -0.997
C -4.574 3.827 1.393  -0.467
C -4.026 3.106 2.452  -1.152
C -3.005 2.228 2.197  -0.558
N -2.502 2.024 0.954  0.424
H -2.594 3.329 -1.968  0.464
H -0.153 3.334 1.448  0.167
H 1.033 5.402 2.044  0.491
H 2.102 6.770 0.286  0.465
H 1.988 6.071 -2.078  0.532
H 0.827 3.990 -2.700  0.487
H -2.171 1.603 -3.665  0.552
H -1.361 0.677 -5.797  0.491
H 0.999 0.001 -6.040  0.458
H 2.580 0.285 -4.159  0.556
H 1.806 1.242 -2.028  0.245
H -4.409 4.242 -0.711  0.526
H -5.387 4.520 1.559  0.481
H -4.382 3.229 3.465  0.521
H -2.541 1.674 2.997  0.702

---

# 2
Formula: C5H6Cl2O4STiV
Source: the Open Molecules 2025 dataset
Level of theory: ωB97M-V/def2-TZVPD

The calculation puts the LUMO energy (spin up / spin down) at -19.076 / -19.559 eV. The total charge is +4. The value obtained for the HOMO-LUMO gap (spin up / spin down) is 6.13 / 5.63 eV. The spin multiplicity is 4.

Each line ends with the natural charge from an NBO analysis.
Element x y z (Å)
V -0.626 -1.000 -3.747  1.347
Ti -0.690 0.524 1.017  1.297
Cl -2.168 -1.530 -2.379  -0.094
Cl 0.394 1.145 -0.836  -0.335
C 0.892 1.315 2.165  0.486
C 0.042 -2.374 -4.795  0.434
C -0.246 0.649 -4.555  0.424
O 1.908 1.707 2.545  -0.183
O 0.508 -3.263 -5.408  -0.061
O 0.008 1.707 -4.970  -0.072
C -0.648 -1.259 3.644  -0.772
S -0.836 -1.832 1.933  0.793
C -2.625 -2.153 1.865  -0.754
O -1.978 1.372 1.612  -0.467
H -0.211 -2.099 4.205  0.377
H -1.639 -1.004 4.047  0.327
H 0.036 -0.397 3.685  0.287
H -2.994 -2.283 2.891  0.323
H -3.119 -1.326 1.356  0.316
H -2.754 -3.083 1.297  0.327

---

# 3
Formula: C3H4N4O
Source: the Open Molecules 2025 dataset
Level of theory: ωB97M-V/def2-TZVPD

The calculation puts the LUMO energy at 0.173 eV. The total charge is 0. The value obtained for the HOMO-LUMO gap is 8.77 eV. The spin multiplicity is 1.

Each line ends with the natural charge from an NBO analysis.
Element x y z (Å)
C -0.452 0.569 -1.260  -0.094
C 0.280 0.184 -0.110  0.218
C 1.034 -0.510 1.699  0.372
H -3.345 -0.871 -1.015  0.384
H -2.143 -0.390 0.159  0.377
H 0.268 1.226 -1.863  0.220
H 1.328 -0.962 2.616  0.202
N -2.291 -0.614 -0.840  -0.640
N -1.591 0.080 -1.792  -0.131
N 0.006 -0.681 0.840  -0.505
N 1.449 0.819 0.082  -0.152
O 1.964 0.289 1.264  -0.250

---

# 4
Formula: C5H11NO2
Source: the Open Molecules 2025 dataset
Level of theory: ωB97M-V/def2-TZVPD

The calculation puts the LUMO energy (spin up / spin down) at 0.001 / 0.002 eV. The total charge is 0. The value obtained for the HOMO-LUMO gap (spin up / spin down) is 7.86 / 7.87 eV. The spin multiplicity is 1.

Each line ends with the natural charge from an NBO analysis.
Element x y z (Å)
C 1.236 1.046 1.279  -0.631
C 0.871 -1.230 0.298  0.756
C 0.763 0.284 0.044  0.134
O 1.820 -1.819 -0.452  -0.665
N 1.126 0.822 -1.122  -0.753
O 0.205 -1.836 1.103  -0.615
H 1.823 -2.765 -0.235  0.496
H 1.086 0.132 -1.871  0.327
H 2.305 0.875 1.416  0.231
H 1.087 2.112 1.113  0.229
H 0.714 0.724 2.181  0.208
C -1.711 -0.114 -1.209  -0.657
C -1.053 0.547 -0.011  -0.454
H -1.304 0.319 -2.120  0.247
H -2.790 0.041 -1.223  0.226
H -1.516 -1.188 -1.209  0.215
H -1.324 0.008 1.018  0.277
H -1.099 1.629 0.027  0.243
H -2.238 0.412 0.973  0.186

---

Quick rundown of electronic energy, same order as above: -3377.7346, -3605.1782, -410.8659, -402.1774 Ha
Quick rundown of energy relative to the best compared isomer or geometry (same formula, charge and spin), same order as above: 6.8, 14.7, 86.2, 125.9 kcal per mole